1.
139
Properties=species:S:1:pos:R:3 method="wB97M-V/def2-TZVPD" e_tot_ev=-79166.896 e_homo_ev=-9.9437 max_force_ev_per_a=1.02 total_charge=0 lumo_energy_ev=-0.094 gap_ev=9.9
H 0.211 3.297 -2.166
C 2.869 1.874 1.266
H -2.888 1.906 -7.575
H -7.152 4.135 2.716
H -1.159 0.689 -4.858
H 5.411 6.513 5.072
H 2.508 4.047 2.846
H -2.347 1.583 3.950
H 0.897 1.020 1.137
H -2.372 0.001 -4.265
H 7.648 6.822 4.035
C -0.783 -0.877 -0.722
H 2.175 1.036 3.115
H 1.908 0.722 -0.267
O 7.858 1.104 5.299
H 0.791 -12.293 -3.791
H 0.314 4.273 3.860
O 4.763 5.799 5.127
H 2.784 6.829 2.041
H -2.546 -2.083 -0.586
H -3.704 3.470 -6.564
O -4.936 1.432 2.077
H -0.243 2.286 4.968
O 7.671 6.988 4.988
H -3.829 2.972 1.074
H -1.837 2.227 2.374
H 1.016 -4.866 2.079
H -1.662 -2.291 -2.089
H -0.818 -6.834 -6.680
H 8.581 1.062 4.665
O 5.567 4.794 -0.610
H 4.463 4.908 2.351
O 6.669 1.802 2.719
H -0.636 -6.307 -8.099
H -5.570 2.157 1.967
H 6.686 7.226 1.460
H -2.150 3.343 3.694
H -6.419 -7.267 -0.449
O -1.841 0.039 -5.070
C 1.620 1.478 0.460
H 5.101 5.145 4.504
O -0.292 -6.957 -7.480
H 1.108 -2.147 2.472
H -5.057 -6.601 -0.666
C -0.300 2.254 3.884
H -0.627 -6.150 -4.328
H -4.530 -8.032 -2.350
H 3.590 5.314 -0.584
H 6.189 2.618 2.523
H -8.145 2.977 2.578
H -2.258 3.226 6.716
H -1.281 1.479 -2.748
C 0.954 2.643 -0.287
H -5.260 5.167 -2.144
C -0.903 -3.468 -0.468
C -1.550 -2.182 -1.013
H -3.858 -8.374 -3.696
H 3.231 2.841 0.913
H 0.070 1.286 3.550
H -3.867 4.281 0.236
O 3.432 6.363 2.579
H -0.140 -5.328 -1.194
H -0.073 -6.839 0.392
O -3.276 3.669 0.699
H -2.391 -5.982 -0.630
H 0.224 3.563 2.275
C -2.303 -5.325 -1.493
C 2.714 1.926 2.786
O 1.435 -5.555 1.550
H 6.536 1.659 3.663
C 0.677 2.384 -1.784
C -0.042 -0.344 -1.979
H 1.629 2.299 -2.317
O -1.502 -9.876 -2.158
O -2.072 2.312 -7.265
H 2.344 -5.267 1.436
C -0.933 -4.635 -1.463
O -0.108 -7.623 -0.170
C 0.549 3.367 3.296
H -0.700 -4.229 -2.450
O 5.267 4.368 2.231
H 5.470 4.479 1.289
O -1.521 -5.998 -4.655
H -0.886 -9.711 -2.879
O -3.218 -0.740 3.117
H 8.232 0.831 6.141
H 2.362 3.272 4.410
H -0.063 -1.046 0.074
H -2.467 -5.853 -2.424
H 7.617 7.946 5.059
H 0.135 -3.287 -0.185
H 3.244 6.574 3.503
C -1.767 2.353 3.451
O -1.313 3.341 6.851
O -4.343 -0.191 -2.994
O 7.247 6.603 1.931
H 0.024 2.951 0.187
H 5.980 4.087 -1.117
O -7.220 3.210 2.461
O -4.460 5.018 -1.632
H 3.658 1.152 1.052
H -3.030 -4.513 -1.427
H -0.040 -1.739 3.374
O 0.417 2.556 -5.466
H -1.555 1.556 -6.960
O 2.791 5.797 -0.332
H -3.825 -0.520 2.401
O -3.675 -8.060 -2.806
H -1.412 -3.801 0.437
H -1.475 -0.126 -0.334
H 3.713 1.840 3.213
O -5.709 -7.170 -1.089
H -2.158 -9.168 -2.257
H -0.495 -0.848 -2.833
H 6.162 5.547 -0.692
H -1.228 4.199 7.278
H -2.472 -1.162 2.678
H -4.777 -0.611 -3.744
H -5.024 -0.135 -2.317
H -0.946 -7.561 -0.635
H -2.548 -10.890 0.925
H -0.498 -11.831 -3.118
H -0.279 3.222 -5.451
O -4.428 4.013 -6.228
H -4.966 4.235 -6.991
H 2.241 5.856 -1.118
H 0.798 2.632 -6.346
H -4.804 1.379 3.030
B -0.262 1.188 -2.179
C 2.072 3.194 3.360
O -0.131 -12.533 -3.666
H -2.846 -9.977 -0.240
H -3.875 4.528 -2.217
H 1.006 -0.646 -1.972
H -1.551 -5.051 -4.827
H 6.659 5.867 2.162
H 1.633 3.494 -0.238
O 0.216 -2.405 2.727
O -3.244 -10.338 0.558

---

2.
33
Properties=species:S:1:pos:R:3 method="wB97M-V/def2-TZVPD" e_tot_ev=-52836.005 e_homo_ev="-11.3826 / -11.3836" max_force_ev_per_a=3.27 e_above_lowest_kj_mol=209.7 total_charge=+1 s2=12.6027 spin_multiplicity=7 lumo_energy_ev="-4.398 / -4.021" gap_ev="7.0 / 7.4"
N -1.972 1.196 -0.736
H -1.516 3.735 -0.648
O 4.893 -1.273 3.623
H -1.683 -3.262 -0.952
O 2.628 -1.652 -0.603
Tb 0.635 -1.331 -0.594
C -0.703 1.741 -0.768
O 5.328 -1.190 0.687
C 1.611 1.591 -0.907
H -4.143 -3.532 -0.924
C -2.506 -0.076 -0.774
C -3.706 -2.548 -0.878
H -5.585 -1.496 -0.788
H 2.737 3.405 -0.939
O 1.959 -1.155 4.064
H 2.493 0.942 -0.975
C 4.048 -1.283 2.778
C 4.278 -1.323 1.259
C 2.529 -1.267 3.008
C 1.758 2.958 -0.883
C -4.510 -1.410 -0.799
N -1.730 -1.173 -0.874
H -2.691 1.909 -0.640
H 0.691 4.831 -0.781
H -4.509 0.722 -0.654
C -0.616 3.145 -0.724
C 1.942 -1.407 1.664
C -2.341 -2.386 -0.903
C 0.615 3.755 -0.794
O 0.648 -1.477 1.374
N 0.400 0.971 -0.865
C 2.926 -1.486 0.676
C -3.910 -0.174 -0.731

---

3.
34
Properties=species:S:1:pos:R:3 method="wB97M-V/def2-TZVPD" e_tot_ev=-32825.004 e_homo_ev=-4.5340 max_force_ev_per_a=4.47 total_charge=-1 lumo_energy_ev=1.524 gap_ev=6.1
C 2.194 -0.354 -2.852
H -0.962 1.383 2.440
C -1.089 1.392 -1.606
C 1.448 0.510 -0.650
H -2.012 -0.332 3.855
C -0.610 1.309 -0.269
O 1.542 -0.914 2.107
C 1.779 -0.786 -0.263
N -3.709 -3.357 3.750
H -1.118 3.210 0.682
C -1.947 -0.484 2.770
C -1.827 -0.858 -0.002
N 2.503 -1.575 -2.442
O 2.323 -2.695 0.867
C -1.353 0.482 1.968
N 2.626 -2.953 -0.490
C -2.415 -1.827 0.806
C -1.263 0.318 0.560
H 0.387 2.399 1.279
H 1.534 1.278 0.128
H -2.843 -2.734 0.364
H 2.284 -0.134 -3.916
C -0.227 2.607 0.386
C -2.479 -1.647 2.200
N 1.787 2.025 -2.615
N 1.816 -1.368 1.005
C -3.138 -2.610 3.049
C 2.316 -1.788 -1.142
O 1.457 3.051 -1.977
C 1.782 0.716 -2.010
H 0.371 3.157 -0.361
H -1.801 -1.000 -1.091
N -1.500 1.494 -2.711
O 2.144 2.086 -3.818